1.
# C6H35NO13

14 unconnected molecules or ions with the total composition C6H35NO13 in a non-equilibrium geometry (the ωB97M-V functional and the def2-TZVPD basis, the OMol25 dataset).

The total charge is 0. The value obtained for the HOMO energy is -7.99 eV. The spin multiplicity is 1.

Geometry as XYZ:
```
55
C6H35NO13 | the OMol25 dataset | the ωB97M-V functional and the def2-TZVPD basis
O 2.34957 -2.40578 -3.08583
O -3.55703 3.75442 -0.66170
O -0.38094 4.68613 -1.34794
O 0.84378 -3.73186 3.57365
O -1.36015 -0.43657 0.42923
O -1.73122 -2.05100 2.83712
O -2.15356 -0.62815 -3.87051
O 0.44107 0.39415 -1.81121
O 2.47095 3.58926 0.83330
O -4.01751 -2.47001 -0.97774
O -1.84334 2.08930 1.07926
O -3.94007 -1.48581 1.67571
O -1.81664 1.58660 -2.34520
N 1.27777 -0.32180 2.19856
C 4.27658 -0.76242 -1.25500
C 4.22649 0.11168 -0.01246
C 2.48933 -1.52806 0.69621
C 3.18617 -0.35322 0.95522
C 2.44282 0.28500 1.95375
C 1.35687 -1.54390 1.49617
H -1.67902 0.44358 0.76529
H -2.59838 0.99494 -2.24244
H 4.65669 -1.77842 -1.13202
H 2.62623 1.23132 2.21053
H 2.11918 2.81022 1.33825
H -1.35227 -1.66381 2.06578
H -3.37213 -1.21907 0.89467
H 3.85356 1.20757 -0.32418
H -1.44683 2.32219 0.17488
H 0.65806 -2.31855 1.45559
H 3.34278 -0.84406 -1.85502
H 0.43328 -0.04547 2.81330
H 2.74521 -1.97016 -2.45966
H -1.27211 -1.09309 -3.78340
H -2.13846 2.36034 -2.68260
H -2.64490 2.60595 1.20267
H -3.00103 -2.68822 -0.96076
H 0.30162 3.86929 -1.27042
H 2.97758 4.12225 1.41084
H -4.70347 -1.00000 1.58500
H -3.76780 3.30157 -1.48641
H 2.73138 -3.32947 -2.87487
H -2.68628 -1.21338 -3.57277
H 5.22373 0.28566 0.31440
H 2.74262 -2.37264 0.11502
H -4.37175 -2.87429 -0.12226
H -2.67393 -2.18508 2.68476
H -2.65109 4.13796 -0.75194
H 0.99761 0.37209 -2.64545
H 0.04531 -3.16920 3.46953
H -0.30774 0.70109 -2.31697
H -0.52579 -0.34200 -0.10381
H 4.95643 -0.41028 -1.92981
H 1.57042 -3.21296 3.22956
H -0.04209 4.83675 -2.23358
```



2.
# C6H36O12

13 unconnected molecules or ions with the total composition C6H36O12 in a non-equilibrium geometry (the ωB97M-V functional and the def2-TZVPD basis, the OMol25 dataset).

The total charge is +1. The value obtained for the HOMO energy (alpha / beta) is -12.99 / -12.99 eV. The spin multiplicity is 2.

Geometry as XYZ:
```
54
C6H36O12 | the OMol25 dataset | the ωB97M-V functional and the def2-TZVPD basis
O 1.38839 2.26867 2.17326
O -0.34459 -0.81172 -5.05468
O 0.18020 0.47356 3.67695
O -3.70699 0.89492 -0.99565
O -1.65479 -1.44015 3.21966
O -0.53669 -2.58990 -3.06252
O 2.87732 0.38489 3.56998
O 2.09515 -2.26275 -1.49617
O 3.58682 0.26034 0.99574
O -2.09731 -2.70426 0.89453
O -0.17935 3.81580 0.62471
O -2.15304 -1.24856 -1.36962
C 0.63664 0.71254 -2.20126
C 1.00397 1.07317 -0.74337
C -0.60435 1.46190 -2.70273
C -1.04164 0.84272 0.65318
C 0.60236 -0.96478 0.75058
C 0.12666 0.36631 0.24605
H -0.82711 3.22736 0.15252
H -1.25703 -2.18684 -2.47084
H 3.33153 0.16090 1.90652
H 0.95883 2.16878 -0.62420
H -0.41702 -1.38292 -4.33763
H 0.43807 1.11809 2.96505
H -1.45388 1.38909 -2.07659
H 1.67171 -0.98426 0.94385
H 2.05997 0.83335 -0.55336
H 0.88117 2.88410 1.61814
H 2.83342 1.37511 3.60696
H 0.02195 0.96909 4.48969
H -2.21942 -1.76587 -0.52346
H 1.47733 0.96005 -2.83348
H 0.49858 -0.36837 -2.31124
H -1.89817 -2.28209 1.73904
H 1.93649 1.76222 1.48401
H 1.95628 0.03096 3.63974
H 0.12316 -1.28928 1.69532
H -1.71043 0.40507 1.37765
H -0.96231 -0.75423 3.35757
H -0.44803 2.54781 -2.80380
H -0.70282 4.59915 0.99252
H -2.46794 -1.05998 3.54922
H -1.51291 -0.60866 -1.21462
H -1.46773 1.70145 0.25189
H 0.28675 -2.58632 -2.57461
H 4.48685 0.44168 0.91996
H -0.92434 -1.21390 -5.71227
H 2.35548 -1.53970 -0.97482
H -3.20310 0.05629 -1.17704
H -4.62941 0.71754 -1.10837
H -0.85262 1.14634 -3.69108
H -1.52740 -3.41003 0.89757
H 0.39240 -1.78147 -0.02607
H 2.78893 -2.55817 -1.99796
```



3.
# C6H37NO11S

12 unconnected molecules or ions with the total composition C6H37NO11S in a non-equilibrium geometry (the ωB97M-V functional and the def2-TZVPD basis, the OMol25 dataset).

The total charge is 0. The SMILES is CN(C)CCCCS.O.O.O.O.O.O.O.O.O.O.O. The value obtained for the HOMO energy is -8.96 eV. The spin multiplicity is 1.

Geometry as XYZ:
```
56
C6H37NO11S | the OMol25 dataset | the ωB97M-V functional and the def2-TZVPD basis
S 0.40126 -3.98295 -2.41038
O 3.71077 -0.74429 -0.25711
O -0.34752 2.72599 -3.16288
O 0.36377 -3.34584 2.06601
O 0.86533 -0.57591 -3.28789
O 3.34159 0.60040 -2.60334
O 1.65391 2.52685 -1.37823
O -2.84471 1.88067 -2.58563
O 0.03997 -0.93129 3.80127
O -2.36309 -2.41615 2.94110
O 0.70502 1.61772 3.46033
O 2.35009 1.70440 1.32493
N -1.91906 1.03378 0.48084
C -1.25010 2.32985 0.40186
C -2.68222 1.04270 1.73920
C -0.15966 -3.13963 -0.88179
C -0.91996 -0.07011 0.61239
C -0.45451 -0.61227 -0.74790
C -1.14759 -1.95357 -1.08088
H -0.34600 2.40774 1.02887
H 0.56342 -0.09927 3.72569
H -3.40746 1.86670 1.75856
H -1.63942 -1.96293 -2.05268
H 0.62004 -0.63771 -0.85414
H -1.29734 2.62186 -2.89325
H 3.18523 1.21717 1.39490
H -1.98320 3.06896 0.72610
H 0.83837 -1.51418 -3.50171
H 1.78377 -0.30996 -3.41141
H 0.16616 -2.56502 2.59352
H 1.52768 2.36175 -2.31176
H -0.81843 -0.61959 3.48908
H -0.13125 1.78027 -3.13252
H 1.03066 3.16522 -1.03526
H 0.64535 -2.73933 -0.27664
H -0.52877 -3.99495 -0.31959
H -1.60128 -2.22025 3.50294
H -1.95531 -2.12206 -0.36013
H 0.13002 2.33955 3.19476
H -0.10844 0.41729 1.16464
H 4.02739 1.25825 -2.43265
H -2.11977 -3.28644 2.59959
H 1.26931 1.43659 2.67547
H 1.08459 -3.75122 2.56017
H 2.59912 0.94743 -2.10037
H -0.95011 2.57284 -0.61365
H -2.74809 1.34455 -1.77016
H 1.64301 -3.46112 -2.31883
H 4.06207 -1.63710 -0.35224
H -2.05935 1.26297 2.61712
H -0.83163 0.00821 -1.56468
H 2.36182 1.83655 0.35980
H -3.53285 2.50421 -2.33435
H -1.30160 -0.91703 1.17458
H 3.76836 -0.41759 -1.17778
H -3.28935 0.14726 1.81612
```



4.
# C6H37NO14

14 unconnected molecules or ions with the total composition C6H37NO14 in a non-equilibrium geometry (the ωB97M-V functional and the def2-TZVPD basis, the OMol25 dataset).

The total charge is 0. The value obtained for the HOMO energy is -9.29 eV. The spin multiplicity is 1.

Geometry as XYZ:
```
58
C6H37NO14 | the OMol25 dataset | the ωB97M-V functional and the def2-TZVPD basis
O 2.81980 -1.39929 -3.80499
O -2.03330 -2.09939 0.25010
O 2.79210 3.32082 0.45180
O -0.67881 -3.56432 2.10885
O 1.96803 -3.17530 1.82610
O 3.31068 0.97942 -1.05437
O -3.94282 1.93298 0.55106
O -1.10346 0.72844 2.04080
O -4.03856 -0.91809 1.70713
O 1.81911 -1.08013 -0.25400
O 1.49288 0.51931 1.83591
O 1.61218 4.35201 -2.04566
O -1.67006 -1.35690 3.66933
O 0.94633 -0.38611 4.30683
N -2.17671 0.98922 -1.89811
C 0.43539 -0.80259 -2.20243
C 0.43371 -1.26958 -0.73139
C -2.66020 0.57744 -2.98089
C -0.81697 1.39163 -1.74644
C -0.59597 2.07459 -0.61704
C 0.20020 0.65354 -2.52364
H -2.92655 -1.78312 0.42165
H -1.31625 2.78534 -0.16227
H 1.17620 0.42528 4.76392
H 0.53616 0.80930 1.95685
H 1.20135 3.49948 -2.22355
H 0.28382 -3.35635 2.15386
H 0.35967 2.47679 -0.31499
H -3.64929 0.13423 -3.07137
H -3.67302 -0.66761 2.56989
H 2.42199 3.65867 -0.39664
H -0.89691 -1.28212 4.25495
H -1.74150 1.23122 1.53049
H 0.17015 -2.32615 -0.56473
H -3.60160 2.82524 0.46102
H 1.92905 1.36559 1.62316
H 1.92381 -2.64828 1.00228
H -1.60456 -2.60731 0.96325
H 2.87041 -3.48840 1.91270
H -2.30066 0.60463 -4.04705
H 3.16110 2.53025 0.00141
H -0.33441 -1.45400 -2.69423
H 2.83978 0.13041 -0.85950
H 1.77600 -0.44487 0.51462
H -3.77247 -0.11682 1.22763
H 0.91166 5.00859 -2.01982
H -3.75183 1.46161 -0.27556
H 2.88587 -1.73163 -4.70907
H 1.21316 1.10454 -2.46115
H 3.13193 -2.13693 -3.26313
H 3.88555 0.83868 -1.81826
H 1.27525 -0.39858 3.38305
H -0.14423 -0.62141 -0.05295
H -1.44261 -0.12371 2.38897
H 1.37282 -1.21565 -2.62037
H -1.62408 -2.19903 3.19555
H -0.70184 -4.51766 1.96496
H 0.04248 0.76213 -3.62450
```



We obtain molecular weight values of 329.34; 300.34; 331.43; 347.36 g/mol for the records listed above, in that order.
We obtain ΔE to the lowest compared entry with this formula, charge and spin values of 109.3; 0.0; 15.3; 65.8 kcal/mol for the records listed above, in that order.